Formula: C16H22N2O3S
Source: OMol25
Level of theory: the ωB97M-V functional and the def2-TZVPD basis

Each line ends with the Löwdin charge.
Positions of all 44 atoms, in Å:
1 C -1.87115 3.52271 1.15598  -0.076
2 C -0.50058 3.02195 0.96654  -0.209
3 O -0.56419 1.64025 0.51597  -0.026
4 C -0.47524 0.67748 1.41398  -0.483
5 O -0.44603 0.85348 2.60442  0.149
6 C -0.45571 -0.77905 0.80319  -0.459
7 N -1.74917 -1.53562 0.77199  -0.136
8 C -3.00233 -0.77596 0.46280  -0.225
9 C -3.22108 -0.47578 -1.01462  -0.115
10 C -1.73910 -3.02326 0.48272  -0.179
11 C -2.96937 -3.87382 1.12131  -0.076
12 S 0.00063 -0.69194 -0.94561  1.065
13 C 1.70385 -0.03648 -0.94065  -0.382
14 C 2.21135 0.68701 -2.04786  -0.060
15 C 3.54112 1.04645 -2.14546  -0.317
16 C 4.01142 1.64722 -3.40778  -0.054
17 C 4.38088 0.94230 -1.02856  -0.007
18 C 3.91283 0.18004 0.14495  0.022
19 C 2.55781 -0.28040 0.15550  -0.237
20 N 2.15079 -1.07011 1.28782  0.131
21 C 0.79441 -1.45438 1.50044  -0.324
22 O 0.67131 -2.29410 2.46190  0.013
23 H -2.45090 2.87534 1.85955  0.102
24 H -2.00867 4.55570 1.37193  0.077
25 H -2.33915 3.31969 0.23899  0.060
26 H 0.09342 3.15771 1.87613  0.124
27 H 0.02423 3.75523 0.29588  0.142
28 H -3.07850 0.20788 1.03800  0.132
29 H -3.83306 -1.36518 0.84369  0.097
30 H -2.71985 -1.22733 -1.69763  0.077
31 H -2.80025 0.47817 -1.22296  0.030
32 H -4.34120 -0.31448 -1.14750  0.096
33 H -0.91694 -3.52964 1.04971  0.104
34 H -1.60354 -3.32537 -0.59441  0.105
35 H -2.74527 -4.92457 1.13196  0.053
36 H -3.11095 -3.72608 2.18280  0.067
37 H -3.92096 -3.80938 0.62644  0.048
38 H 1.57935 0.92915 -2.87095  0.107
39 H 3.98732 0.93803 -4.16729  0.061
40 H 3.37813 2.52121 -3.59071  0.095
41 H 5.08057 1.91154 -3.31614  0.090
42 H 5.39403 1.14617 -1.13255  0.076
43 H 4.52070 -0.06566 1.02473  0.105
44 H 2.86903 -1.43611 1.88133  0.141

Atoms 1-6, force components in eV/Å:
-1.553 -1.719 0.915
1.510 1.328 0.929
0.628 1.113 -0.880
-0.984 -0.626 1.321
0.185 -0.138 -0.347
0.632 -0.386 -0.926

Values from the calculation:
- SMILES string: CCOC(=O)[C@@]1(N(CC)CC)Sc2cc(C)ccc2NC1=O
- HOMO level: -8.1 eV
- Electronic energy: -1356.22844 Ha
- Energy above the lowest of the compared OMol25 structures with the same formula, charge and spin: 91.14 kcal/mol



Formula: C16H22N2O5S
Source: OMol25
Level of theory: the ωB97M-V functional and the def2-TZVPD basis

Each line ends with the Löwdin charge.
Positions of all 46 atoms, in Å:
1 N -6.30619 -0.96306 -0.70283  -0.059
2 S -5.39733 0.32531 -0.10200  0.617
3 O -5.79826 0.55643 1.25518  -0.300
4 O -5.47883 1.39515 -1.05380  -0.302
5 C -3.76650 -0.38075 -0.13571  -0.301
6 C -3.30260 -1.07701 0.96157  -0.042
7 C -2.04580 -1.65349 0.92991  0.014
8 C -1.25837 -1.52099 -0.21324  -0.208
9 N 0.02885 -2.04705 -0.31192  0.143
10 C 0.76112 -2.67743 0.64201  -0.423
11 O 0.36765 -3.02627 1.72885  0.093
12 C 2.21507 -2.90869 0.18988  -0.046
13 O 2.93863 -1.68033 0.12345  0.026
14 C 2.85018 -0.94144 -0.98663  -0.499
15 O 2.16974 -1.25167 -1.93848  0.088
16 C 3.72961 0.27540 -0.90305  -0.073
17 C 3.03883 1.54658 -1.41323  -0.147
18 C 2.11684 2.24047 -0.40270  -0.298
19 C 0.91490 1.38183 0.02943  -0.148
20 C 0.72670 1.66491 1.51704  -0.176
21 C 2.16130 1.81700 2.01215  -0.185
22 C 2.82309 2.64649 0.91009  -0.156
23 C -1.74209 -0.81206 -1.31619  -0.008
24 C -2.99897 -0.24319 -1.27585  -0.052
25 H -6.79214 -0.71198 -1.54827  0.062
26 H -6.94015 -1.32567 -0.00955  0.063
27 H -3.92864 -1.14766 1.83619  0.116
28 H -1.66699 -2.19737 1.77909  0.104
29 H 0.50428 -1.84685 -1.19163  0.112
30 H 2.72627 -3.51385 0.93946  0.139
31 H 2.23351 -3.40396 -0.78754  0.138
32 H 4.07851 0.38442 0.12207  0.116
33 H 4.59379 0.07029 -1.54079  0.136
34 H 3.81017 2.25911 -1.71198  0.116
35 H 2.46135 1.28785 -2.30348  0.118
36 H 1.74713 3.14237 -0.89942  0.136
37 H 0.02094 1.59771 -0.55402  0.116
38 H 1.15090 0.32759 -0.09805  0.081
39 H 0.18341 0.86858 2.02416  0.107
40 H 0.18172 2.59925 1.65737  0.116
41 H 2.62742 0.83288 2.08675  0.106
42 H 2.22296 2.29916 2.98643  0.107
43 H 2.65288 3.70599 1.10424  0.111
44 H 3.90029 2.49230 0.86441  0.105
45 H -1.12141 -0.70734 -2.19425  0.121
46 H -3.39379 0.32106 -2.10510  0.115

Atoms 1-6, force components in eV/Å:
0.447 0.567 0.257
-0.475 -0.500 -0.239
0.200 -0.327 0.022
0.201 -0.251 -0.184
-0.465 0.365 0.116
-0.005 0.062 -0.005

Values from the calculation:
- SMILES string: NS(=O)(=O)c1ccc(NC(=O)COC(=O)CCC2CCCC2)cc1
- HOMO level: -9.0 eV
- Electronic energy: -1506.83057 Ha
- Energy above the lowest of the compared OMol25 structures with the same formula, charge and spin: 4.20 kcal/mol



Formula: C16H22N2O6
Source: OMol25
Level of theory: the ωB97M-V functional and the def2-TZVPD basis

Each line ends with the Löwdin charge.
Positions of all 46 atoms, in Å:
1 C -1.78519 -3.89280 -0.69329  -0.085
2 O -2.66851 -3.51202 0.33425  -0.078
3 C -2.66643 -2.21451 0.74732  -0.259
4 C -3.59020 -1.91383 1.75119  0.063
5 C -3.69799 -0.62207 2.24086  -0.258
6 O -4.56632 -0.23287 3.20798  -0.072
7 C -5.44523 -1.18964 3.74991  -0.085
8 C -2.86919 0.37773 1.72508  0.059
9 C -1.93888 0.07133 0.75113  -0.125
10 C -1.08052 1.16800 0.21575  -0.432
11 O -1.47997 2.29739 0.02087  0.085
12 N 0.21082 0.80445 -0.00228  0.121
13 C 1.13799 1.66411 -0.68958  -0.192
14 C 1.71353 0.91846 -1.87894  -0.440
15 O 1.53335 -0.26249 -2.08149  0.094
16 O 2.44537 1.70919 -2.64820  0.045
17 C 3.04012 1.16571 -3.82720  -0.049
18 C 4.36540 0.43412 -3.53810  -0.521
19 N 4.20462 -0.71222 -2.85349  0.183
20 O 5.43229 0.85902 -3.90841  0.071
21 C 2.28072 2.17601 0.22163  -0.357
22 C 1.69668 3.00227 1.36231  -0.057
23 C 3.11636 1.01797 0.76251  -0.049
24 C -1.83062 -1.22634 0.24965  0.022
25 H -1.97447 -4.95102 -0.86613  0.093
26 H -1.97668 -3.33597 -1.61579  0.097
27 H -0.74001 -3.75702 -0.39696  0.095
28 H -4.20976 -2.72026 2.10660  0.117
29 H -6.10360 -1.60938 2.98303  0.097
30 H -4.90081 -2.00002 4.24504  0.096
31 H -6.04385 -0.65538 4.48585  0.094
32 H -2.96044 1.38647 2.09218  0.131
33 H 0.47579 -0.16437 0.08255  0.132
34 H 0.56564 2.52963 -1.04650  0.166
35 H 3.24352 2.02019 -4.47325  0.138
36 H 2.34031 0.47315 -4.30760  0.136
37 H 5.01841 -1.26001 -2.62621  0.119
38 H 3.28667 -1.03819 -2.58581  0.079
39 H 2.91692 2.81490 -0.39866  0.141
40 H 1.05789 2.38488 1.98920  0.081
41 H 2.49530 3.41083 1.97637  0.080
42 H 1.09913 3.82293 0.97511  0.084
43 H 2.50953 0.36734 1.38827  0.083
44 H 3.93404 1.40306 1.36678  0.084
45 H 3.54238 0.42878 -0.04738  0.069
46 H -1.13410 -1.43752 -0.54612  0.104

Atoms 1-6, force components in eV/Å:
0.152 -0.062 -0.171
-0.215 0.208 0.245
0.036 0.120 0.094
-0.133 -0.077 0.068
0.202 -0.063 -0.195
0.236 0.184 -0.175

Values from the calculation:
- SMILES string: COc1cc(OC)cc(C(=O)N[C@H](C(=O)OCC(N)=O)C(C)C)c1
- HOMO level: -8.6 eV
- Electronic energy: -1183.88728 Ha
- Energy above the lowest of the compared OMol25 structures with the same formula, charge and spin: 2.45 kcal/mol



Formula: C16H22N4O3S
Source: OMol25
Level of theory: the ωB97M-V functional and the def2-TZVPD basis

Each line ends with the Löwdin charge.
Positions of all 46 atoms, in Å:
1 C -6.72833 -0.85008 -0.05988  -0.045
2 C -5.30602 -0.39451 0.01151  -0.267
3 C -4.26707 -1.30500 0.16854  -0.026
4 C -2.95903 -0.87419 0.25795  -0.002
5 C -2.65280 0.48271 0.17199  -0.140
6 C -1.23111 0.87944 0.28831  -0.371
7 O -0.43194 0.20332 0.92099  0.052
8 N -0.92371 2.02823 -0.38655  0.098
9 C 0.21058 2.81412 -0.58072  -0.826
10 S 0.03301 4.06938 -1.65007  0.615
11 N 1.36746 2.63867 0.04226  0.054
12 N 1.75806 1.67766 0.95406  0.097
13 C 3.07928 1.61590 1.25134  -0.489
14 O 3.85920 2.46012 0.85451  0.062
15 C 3.45916 0.45115 2.14093  -0.076
16 C 2.83360 -0.86888 1.66573  -0.189
17 N 2.72393 -0.90082 0.21844  -0.185
18 C 4.00384 -1.03365 -0.45632  -0.152
19 C 3.78128 -0.90749 -1.96335  -0.187
20 O 2.87433 -1.87548 -2.43716  -0.128
21 C 1.64277 -1.76386 -1.76715  -0.194
22 C 1.81186 -1.92531 -0.25679  -0.166
23 C -3.69161 1.40152 0.02521  -0.017
24 C -4.99779 0.96168 -0.04925  -0.030
25 H -7.28508 -0.26559 -0.78901  0.082
26 H -7.20778 -0.71582 0.91019  0.089
27 H -6.78921 -1.90210 -0.32575  0.078
28 H -4.48656 -2.36097 0.22460  0.115
29 H -2.15334 -1.58147 0.38468  0.117
30 H -1.68150 2.41449 -0.94118  0.086
31 H 2.14358 3.25772 -0.19745  0.136
32 H 1.08949 0.90658 1.09213  0.094
33 H 3.13038 0.66461 3.15959  0.125
34 H 4.54807 0.39571 2.14835  0.118
35 H 1.82190 -0.96281 2.06770  0.115
36 H 3.42795 -1.71341 2.05606  0.128
37 H 4.66948 -0.23444 -0.12974  0.122
38 H 4.47555 -2.00806 -0.23523  0.133
39 H 4.71366 -1.06826 -2.50649  0.127
40 H 3.39925 0.10084 -2.18377  0.129
41 H 0.99950 -2.54726 -2.17183  0.126
42 H 1.19351 -0.77945 -1.97289  0.125
43 H 0.84628 -1.78988 0.23387  0.103
44 H 2.18724 -2.94112 -0.03993  0.132
45 H -3.49538 2.46421 0.00599  0.118
46 H -5.79599 1.68186 -0.15440  0.117

Atoms 1-6, force components in eV/Å:
-0.050 0.004 0.053
0.115 0.077 -0.006
-0.024 0.074 -0.010
0.185 0.174 -0.009
-0.403 -0.226 0.074
0.267 -0.049 0.117

Values from the calculation:
- SMILES string: Cc1ccc(C(=O)NC(=S)NNC(=O)CCN2CCOCC2)cc1
- HOMO level: -8.1 eV
- Electronic energy: -1465.82734 Ha
- Energy above the lowest of the compared OMol25 structures with the same formula, charge and spin: 1.59 kcal/mol



Formula: C16H22N6OS
Source: OMol25
Level of theory: the ωB97M-V functional and the def2-TZVPD basis

Each line ends with the Löwdin charge.
Positions of all 46 atoms, in Å:
1 C -4.30973 -0.51218 -1.53052  -0.107
2 C -4.48888 0.89101 -0.94977  -0.247
3 C -3.28733 1.29586 -0.18128  -0.593
4 N -3.26556 1.47891 1.08849  0.001
5 N -2.06698 1.79150 1.57762  -0.006
6 C -1.15188 1.84275 0.66814  -0.583
7 N 0.16781 2.08093 0.93891  0.124
8 C 1.11189 2.02595 -0.05257  -0.445
9 O 0.77852 1.98109 -1.21527  0.002
10 C 2.55070 2.03610 0.43390  -0.195
11 C 3.52028 1.99798 -0.75472  -0.146
12 C 3.40364 0.67766 -1.52026  -0.159
13 C 3.52399 -0.52005 -0.57692  -0.152
14 N 2.62296 -0.39621 0.54618  -0.055
15 C 1.39309 -0.97270 0.53140  -0.348
16 N 0.60708 -0.73313 1.58638  0.165
17 C -0.56730 -1.34956 1.63023  -0.320
18 C -1.40148 -1.12401 2.84864  -0.025
19 C -0.98684 -2.16201 0.58343  0.004
20 C -0.10502 -2.34473 -0.47761  -0.321
21 C -0.45855 -3.20414 -1.64920  -0.025
22 N 1.08879 -1.77249 -0.49190  0.182
23 C 2.82087 0.80128 1.32026  -0.116
24 S -1.71763 1.51957 -0.94847  1.147
25 H -3.45149 -0.53684 -2.19882  0.059
26 H -4.14845 -1.23119 -0.73079  0.072
27 H -5.19584 -0.80381 -2.08839  0.071
28 H -4.65450 1.60272 -1.76179  0.109
29 H -5.34692 0.91684 -0.27688  0.114
30 H 0.42041 2.07909 1.91669  0.155
31 H 2.70692 2.94772 1.02119  0.153
32 H 3.30507 2.82746 -1.42994  0.118
33 H 4.53835 2.11895 -0.37639  0.118
34 H 4.18425 0.62328 -2.27997  0.113
35 H 2.43708 0.63744 -2.02049  0.103
36 H 3.28299 -1.44433 -1.10047  0.111
37 H 4.54168 -0.58333 -0.17406  0.125
38 H -2.13506 -1.91719 2.96351  0.078
39 H -0.76281 -1.07838 3.72715  0.082
40 H -1.92496 -0.17151 2.76839  0.051
41 H -1.95187 -2.64208 0.59775  0.111
42 H 0.32855 -3.14840 -2.39513  0.077
43 H -0.57776 -4.23823 -1.32911  0.084
44 H -1.39975 -2.87460 -2.08558  0.075
45 H 2.16092 0.75638 2.18697  0.108
46 H 3.86076 0.83058 1.66104  0.133

Atoms 1-6, force components in eV/Å:
-0.148 0.139 -0.003
-0.071 -0.176 -0.156
0.647 0.159 -0.498
-1.431 -0.301 -0.025
1.420 0.455 0.664
-0.499 -0.134 -0.833

Values from the calculation:
- SMILES string: CCc1nnc(NC(=O)[C@@H]2CCCN(c3nc(C)cc(C)n3)C2)s1
- HOMO level: -8.2 eV
- Electronic energy: -1424.91208 Ha
- Energy above the lowest of the compared OMol25 structures with the same formula, charge and spin: 18.21 kcal/mol



no.,F_max (eV/Å)
1,6.23
2,0.77
3,0.65
4,0.70
5,1.63